C3HCl2NO | ωB97M-V with the def2-TZVPD basis set

```
8
Properties=species:S:1:pos:R:3:forces:R:3
N 2.5212 -0.2028 0.3387 0.9 0.2 -0.1
C 1.4234 -0.4225 0.1221 1.2 -0.3 0.2
C 0.0646 -0.8111 0.0789 -2.9 -2.3 0.3
O -0.2971 -1.9811 0.1487 0.6 2.4 -0.2
C -0.8579 0.3996 -0.0387 -0.8 1.9 -0.6
Cl -0.2237 1.7029 1.1428 -0.9 -1.2 -1.1
Cl -0.6392 0.9287 -1.7691 0.3 0.0 0.6
H -1.9914 0.3861 -0.0234 1.7 -0.8 0.9
```
Forces are in eV/Å.

M = 137.95 Da
structure (SMILES) = N#CC(=O)C(Cl)Cl
ΔE to the lowest compared entry with this formula, charge and spin = 11.06 kcal per mole
frontier orbital gap = 0.3804 Eh
E_LUMO = -1.33 eV
DFT total energy = -31707.92632 eV